No. 1
Entry from OMol25: a molecular structure, C54H47FIN9O5Tl in a non-equilibrium geometry (ωB97M-V/def2-TZVPD).

Last column: Mulliken charge in e.
Atoms and positions in Å:
Tl: -0.15468 -1.32273 -1.70221  1.960
C: 0.79166 -0.96962 -4.76984  -1.567
N: 0.10920 -2.09422 -4.08333  0.127
C: -1.20819 -2.48338 -4.67870  -0.697
C: -1.80663 -3.59268 -3.91822  -0.249
N: -1.43468 -3.95378 -2.69266  0.188
C: -2.40126 -4.85561 -2.23795  0.349
C: -2.71046 -5.30012 -0.95283  -0.609
C: -3.87241 -6.05903 -0.83902  -0.673
C: -4.74969 -6.39187 -1.90641  -0.535
C: -4.49158 -5.86852 -3.17371  -1.028
C: -3.34298 -5.10345 -3.28089  0.462
N: -2.90864 -4.25066 -4.31989  -0.081
C: 0.12391 0.34439 -4.45576  0.341
N: -1.07624 0.56818 -3.93487  -0.132
C: -1.19699 1.96233 -3.88847  0.171
C: -2.24526 2.77328 -3.37411  -0.663
C: -2.04701 4.15108 -3.51731  -0.580
C: -0.91435 4.71953 -4.14137  -0.455
C: 0.11579 3.89559 -4.63838  -1.132
C: -0.02880 2.54524 -4.44227  0.770
N: 0.80922 1.49111 -4.71626  0.078
H: 0.75377 -1.06923 -5.87458  0.528
H: 1.83104 -0.91546 -4.46213  0.440
H: 0.77622 -2.91381 -3.88543  0.349
H: -1.14063 -2.72043 -5.77638  0.549
H: -1.88096 -1.59862 -4.61835  0.296
H: -2.02421 -5.05332 -0.10853  0.442
H: -4.11061 -6.47097 0.12089  0.405
H: -5.61342 -6.99762 -1.72326  0.430
H: -5.18389 -6.02744 -3.99311  0.409
H: -3.42246 -4.02648 -5.19006  0.277
H: -3.10647 2.33206 -2.88361  0.505
H: -2.81646 4.80642 -3.05653  0.334
H: -0.76583 5.80431 -4.16221  0.374
H: 0.92978 4.35287 -5.18011  0.467
H: 1.82157 1.54406 -4.95348  0.362
C: -4.35412 -0.74376 -0.91324  -0.872
C: -4.51278 -0.63234 0.45860  -1.166
C: -3.44587 -0.98290 1.28309  -0.694
C: -2.20683 -1.48962 0.72510  0.998
C: -2.06456 -1.45076 -0.65098  0.242
C: -3.13555 -1.08104 -1.46554  -0.081
C: -1.16043 -1.99499 1.60962  0.246
C: -1.59357 -2.60205 2.85066  -1.285
C: -0.61069 -2.88111 3.77888  -1.042
C: 0.74712 -2.74998 3.42405  1.195
C: 1.78911 -3.14756 4.32846  -0.838
C: 3.10755 -3.11296 3.92924  -0.535
C: 3.44157 -2.71198 2.60010  -0.822
C: 2.45514 -2.33139 1.71324  -0.117
C: 1.09369 -2.29054 2.10097  -0.416
N: 0.13599 -1.85670 1.24359  0.777
H: -5.17117 -0.49058 -1.62945  0.391
H: -5.41970 -0.26265 0.88164  0.449
H: -3.41104 -0.71309 2.33764  0.587
H: -3.01891 -0.96038 -2.55844  0.144
H: -2.65759 -2.74995 2.98447  0.674
H: -0.83655 -3.04037 4.80188  0.444
H: 1.49291 -3.50689 5.32768  0.350
H: 3.88436 -3.33795 4.67588  0.384
H: 4.47559 -2.72717 2.29784  0.515
H: 2.72278 -2.08305 0.66034  0.304
C: 4.25260 3.90727 2.67475  -1.029
C: 3.69663 4.27420 1.29235  -0.816
N: 2.63788 3.34756 0.89383  0.292
C: 2.86478 2.56045 -0.18240  0.094
C: 1.93646 1.69187 -0.69521  -0.486
C: 2.35972 0.78520 -1.85249  -0.218
O: 3.40996 0.99013 -2.45343  -0.779
O: 1.64574 -0.25753 -2.19650  -0.378
C: 0.52058 1.66946 -0.21691  1.158
O: -0.50174 1.04359 -0.63269  -0.737
C: 0.30766 2.64907 0.88447  0.208
C: -0.96383 2.80457 1.48718  -0.711
C: -1.18939 3.74822 2.44915  0.288
F: -2.44175 3.85231 3.01288  -0.396
C: -0.20578 4.62698 2.92855  -1.333
C: 1.07383 4.48683 2.36583  -0.609
C: 1.31490 3.52335 1.38989  0.745
N: -0.42652 5.61590 3.91724  0.283
C: -1.19174 5.30135 5.11804  -0.354
C: -1.70469 6.60788 5.74065  -0.951
N: -0.56814 7.55820 5.94972  -0.077
C: 0.07686 7.94564 4.64145  -0.657
C: -0.26801 6.98243 3.48973  -0.686
H: 5.31887 4.14696 2.67608  0.403
H: 4.11812 2.83947 2.90820  0.324
H: 3.76982 4.45325 3.51705  0.266
H: 4.50996 4.13970 0.55120  0.433
H: 3.39111 5.32574 1.30589  0.520
H: 3.80068 2.71618 -0.71265  0.518
H: -1.77887 2.18503 1.18686  0.759
H: 1.91729 5.16912 2.59634  0.310
H: -0.54469 4.72981 5.82849  0.241
H: -2.08848 4.67314 4.87862  0.348
H: -2.27139 6.42776 6.67655  0.429
H: -2.44388 7.08353 5.07154  0.377
H: 0.04053 7.04042 6.63812  0.417
H: -0.94411 8.37675 6.45203  0.374
H: 1.14506 7.99236 4.75561  0.401
H: -0.25291 8.94590 4.31131  0.311
H: 0.53935 6.97463 2.72087  0.484
H: -1.16746 7.32724 2.94488  0.285
I: 5.07882 -9.22043 -0.07316  0.045
C: 3.94079 -7.66964 -0.88527  -0.025
C: 4.05948 -7.24352 -2.20457  -0.461
C: 3.36860 -6.11647 -2.59435  -0.210
C: 2.68184 -5.33484 -1.66001  0.075
C: 2.54035 -5.79907 -0.37308  -0.249
C: 3.10088 -6.99527 0.02311  -0.761
C: 1.97886 -4.03358 -2.10069  0.253
O: 1.96144 -3.85951 -3.35156  -1.005
O: 1.47871 -3.29218 -1.23271  -0.202
H: 4.68617 -7.74680 -2.94024  0.390
H: 3.42803 -5.71423 -3.62699  0.333
H: 1.84903 -5.25571 0.26849  0.343
H: 2.99819 -7.30031 1.05397  0.380

Calculated values
LUMO energy (hartree): -0.13049
2S+1: 1
Charge: +1
Orbital gap (eV): 5.515

---

No. 2
Entry from OMol25: 2 unconnected molecules or ions with the total composition C4H3O3 in a non-equilibrium geometry (ωB97M-V/def2-TZVPD).

Last column: Mulliken charge in e.
Atoms and positions in Å:
C: 0.27664 -0.14596 -0.17414  -0.355
C: -0.93837 0.19665 0.17239  -0.031
C: 1.84995 -1.65616 -0.45385  0.698
C: -0.13108 1.34681 0.10738  -0.576
O: 1.26541 -2.44043 -1.12179  -0.459
O: 2.88117 -1.23483 -0.05616  -0.485
O: -2.29379 -0.21444 0.52154  -0.475
H: 0.25268 1.72933 1.09331  0.159
H: -0.27310 1.89556 -0.72962  0.256
H: -2.88951 0.52348 0.64094  0.269

Calculated values
LUMO energy (hartree): 0.13844
2S+1: 1
Charge: -1
Orbital gap (eV): 7.415

---

No. 3
Entry from OMol25: a molecular structure, C30H32CuN5O (ωB97M-V/def2-TZVPD).

Last column: Mulliken charge in e.
Atoms and positions in Å:
Cu: -0.24993 -0.31778 -1.94791  -0.701
C: 0.22530 -2.11755 4.77117  -1.581
C: 1.14936 -0.96849 4.46492  0.840
C: 1.87915 -0.34176 5.46684  -0.665
C: 2.73459 0.71882 5.19576  -0.675
C: 2.84485 1.17842 3.89373  -0.970
C: 2.11424 0.58185 2.87535  -0.122
C: 1.27938 -0.50289 3.14837  0.381
N: 0.50913 -1.14345 2.15439  0.018
C: 0.60713 -0.94758 0.76970  -0.003
N: 1.87088 -1.01547 0.29372  0.047
C: 2.44852 -0.85833 -1.02216  1.273
C: 1.67330 -0.63622 -2.16664  -0.647
C: 2.41403 -0.50739 -3.35450  0.195
C: 3.80049 -0.59123 -3.40714  -1.006
C: 4.51387 -0.81910 -2.23815  -0.660
C: 3.85115 -0.95734 -1.02716  0.856
C: 4.64017 -1.22067 0.23684  -1.489
N: -0.44806 -0.78238 0.05040  0.529
C: -1.72077 -0.67371 0.65192  -1.092
C: -2.11890 0.49871 1.29241  -0.022
C: -3.40270 0.62566 1.80995  -0.915
C: -4.30258 -0.42379 1.68843  -0.736
C: -3.90393 -1.59332 1.04950  -0.752
C: -2.62356 -1.74239 0.52728  1.418
C: -2.19348 -3.00514 -0.17051  -1.385
H: 0.34196 -2.43874 5.80486  0.409
H: 0.42606 -2.97172 4.12023  0.341
H: -0.82533 -1.83985 4.63090  0.319
H: 1.78123 -0.70626 6.48399  0.359
H: 3.30069 1.18216 5.99490  0.390
H: 3.49480 2.01325 3.66302  0.405
H: 2.18747 0.96507 1.86593  0.444
H: -0.41586 -1.41803 2.44282  0.460
H: 2.53083 -1.28013 1.00280  0.176
H: 1.88185 -0.34792 -4.28923  0.369
H: 4.32674 -0.48684 -4.35066  0.382
H: 5.59626 -0.89582 -2.26099  0.297
H: 5.70612 -1.25942 0.01416  0.367
H: 4.37129 -2.18067 0.69469  0.382
H: 4.49442 -0.44126 0.99346  0.262
H: -1.41001 1.31430 1.38149  0.386
H: -3.69486 1.54263 2.30681  0.443
H: -5.30735 -0.33431 2.08538  0.411
H: -4.60510 -2.41708 0.95667  0.386
H: -3.02250 -3.70990 -0.24413  0.429
H: -1.37423 -3.49495 0.36338  0.302
H: -1.82762 -2.77777 -1.17278  0.183
C: -4.53611 -0.17454 -2.38953  -1.498
C: -3.12845 -0.01368 -2.90336  0.725
O: -2.25062 -0.81837 -2.62709  -0.664
N: -2.90850 1.07369 -3.69198  -0.084
C: -1.58165 1.45059 -4.17545  -1.176
C: -0.84255 2.34147 -3.20825  0.938
C: -0.52635 3.65994 -3.49932  -0.919
C: 0.14451 4.41775 -2.55199  -0.363
C: 0.46848 3.82914 -1.34365  -1.043
C: 0.11464 2.50492 -1.13573  -0.144
N: -0.52016 1.76492 -2.04479  0.688
H: -4.61536 -1.12025 -1.86047  0.317
H: -5.25614 -0.14096 -3.20895  0.468
H: -4.76394 0.63308 -1.68887  0.327
H: -3.63097 1.77362 -3.71598  0.248
H: -1.68551 1.93315 -5.14515  0.499
H: -1.00805 0.53102 -4.30219  0.174
H: -0.79772 4.08096 -4.45989  0.412
H: 0.40885 5.44907 -2.75572  0.400
H: 0.99778 4.37605 -0.57437  0.446
H: 0.36937 1.99414 -0.21152  0.209

Calculated values
LUMO energy (hartree): 0.01831
2S+1: 1
Charge: 0
Orbital gap (eV): 6.589

---

No. 4
Entry from OMol25: a molecular structure, C21H15BrMoN3O4Se (ωB97M-V/def2-TZVPD).

Last column: Mulliken charge in e.
Atoms and positions in Å:
Mo: -0.18157 0.14748 -0.01925  -0.081
Br: -1.16838 -1.70922 -1.66815  0.020
C: 0.54984 -2.41554 -2.14917  0.913
C: 0.62258 -3.48895 -2.98074  -0.729
C: 1.89934 -3.99051 -3.30755  -0.541
C: 3.02175 -3.40277 -2.79611  -0.934
C: 2.93057 -2.28592 -1.93131  0.742
C: 4.08363 -1.66517 -1.38717  -0.646
C: 3.98772 -0.59473 -0.54473  -1.069
C: 2.72125 -0.09158 -0.18893  -0.068
C: 1.56109 -0.64734 -0.70204  0.958
C: 1.66131 -1.76874 -1.58601  0.442
H: -0.26890 -3.95164 -3.38110  0.436
H: 1.97581 -4.84487 -3.96508  0.407
H: 4.00184 -3.78849 -3.04535  0.408
H: 5.05505 -2.06533 -1.65063  0.419
H: 4.87763 -0.14053 -0.13195  0.424
H: 2.66248 0.73276 0.51109  0.599
C: -2.67330 3.55548 -0.84432  -0.931
C: -1.96649 2.52287 -0.26353  -0.220
N: -1.17418 1.72827 -1.00469  0.131
C: -1.03213 1.95855 -2.32230  -0.175
C: -1.66264 3.00857 -2.96453  -0.197
C: -2.52599 3.79699 -2.19809  0.026
C: -1.44529 3.23032 -4.40777  -0.845
C: -1.32826 4.42237 -4.98567  -0.270
C: -1.31377 5.72863 -4.28144  0.247
C: -0.40173 6.02138 -3.27792  -0.273
C: -0.49680 7.27536 -2.69699  -0.236
N: -1.41056 8.16446 -3.07079  -0.552
C: -2.22396 7.78831 -4.05216  -0.109
N: -2.22229 6.61821 -4.68288  -0.550
H: -3.32901 4.15837 -0.23313  0.458
H: -2.02556 2.31812 0.80072  0.471
H: -0.38355 1.28050 -2.86641  0.625
H: -3.08617 4.59101 -2.67446  0.604
H: -1.39864 2.34149 -5.02686  0.471
H: -1.24709 4.47601 -6.06502  0.404
H: 0.35542 5.31155 -2.97420  0.450
H: 0.18162 7.57942 -1.90758  0.417
H: -2.96418 8.51004 -4.37664  0.432
O: -0.87752 -0.63494 1.54817  -0.652
Se: -0.35260 0.60086 2.73405  1.354
O: 0.65372 -0.02630 3.77792  -0.535
O: 0.44049 1.39352 1.41441  -0.663
O: -1.63567 1.44020 3.14731  -0.583

Calculated values
LUMO energy (spin up / spin down) (hartree): -0.17388 / -0.16931
2S+1: 3
Charge: +1
Orbital gap (spin up / spin down) (eV): 7.419 / 7.600